Formula: C56H98O28
Source: the Open Molecules 2025 dataset
Level of theory: wB97M-V/def2-TZVPD

```
182
Properties=species:S:1:pos:R:3:forces:R:3:mulliken_charge:R:1
O -20.077863 -5.356857 -12.562131 -2.89 -0.80 1.24 -0.4727
C -19.099313 -5.077267 -13.119547 3.57 1.69 -1.62 0.2338
O -17.952362 -5.793469 -12.991672 -0.53 -0.16 0.15 -0.4279
C -16.835347 -5.194252 -13.662937 0.00 -0.08 0.85 -0.5738
C -17.274890 -3.777403 -14.065646 -0.13 -0.19 -0.60 -0.4123
C -18.794736 -3.861493 -14.054390 -0.69 -0.97 0.57 2.0612
H -16.588461 -5.861408 -14.493198 0.15 0.33 -0.03 0.2902
H -16.052872 -5.200871 -12.894796 0.14 0.09 -0.52 0.3121
H -16.873122 -3.543913 -15.052365 -0.02 0.13 0.04 0.4126
H -16.949668 -3.001685 -13.373281 0.14 -0.23 0.06 -0.0209
H -19.267966 -4.160860 -15.001547 0.29 0.38 0.03 -0.3338
H -19.295955 -2.979022 -13.651190 0.12 -0.15 -0.21 -1.1196
O -20.931309 -5.343834 -7.972612 1.26 0.36 1.46 -0.5330
C -21.909771 -5.511129 -8.602041 -1.60 -0.10 -1.67 0.4193
O -23.148710 -5.730427 -8.059125 0.48 -0.26 0.42 -0.4426
C -24.094085 -6.062859 -9.082994 -1.08 0.63 0.24 0.3070
C -23.263135 -6.442949 -10.273388 1.02 -0.51 -0.95 -0.6754
C -22.024704 -5.563449 -10.115813 0.16 0.01 0.41 0.8756
H -24.730810 -5.185095 -9.218566 0.23 0.24 -0.40 -0.4611
H -24.805472 -6.818807 -8.729885 0.61 -0.22 0.10 0.3709
H -23.679918 -6.361588 -11.276898 -0.47 0.15 0.27 0.3866
H -22.941986 -7.478627 -10.162061 -0.08 -0.18 0.02 0.3098
H -22.211848 -4.565109 -10.518022 -0.03 0.13 0.18 -0.5949
H -21.063780 -5.889811 -10.529698 -0.54 -0.19 -0.03 0.1022
O -20.949115 4.637632 -9.075988 -1.03 1.56 0.94 -0.5993
C -20.547368 3.666706 -9.592841 0.94 -1.98 -1.19 0.0041
O -19.455973 3.718493 -10.409602 0.61 -0.01 -0.81 -0.4444
C -19.029172 2.425708 -10.852646 -0.09 -1.13 0.34 0.2189
C -19.776546 1.434966 -9.908467 0.84 0.54 -0.92 0.9837
C -21.023187 2.214693 -9.537769 0.40 0.58 0.87 1.4597
H -17.938557 2.319108 -10.766786 -0.28 0.38 0.32 0.4086
H -19.221372 2.159586 -11.901222 -0.56 0.80 0.02 -0.3821
H -19.068062 1.311690 -9.080909 -0.66 -0.37 0.22 0.2827
H -19.969422 0.497408 -10.426720 0.12 -0.10 0.29 -1.0121
H -21.338089 2.007101 -8.517725 -0.36 -0.03 -0.05 0.0298
H -21.861873 2.157334 -10.231311 0.04 -0.31 -0.09 -0.8265
O -23.471200 0.047825 -15.525645 0.15 -0.04 -0.19 -0.2669
C -22.955548 -0.227146 -14.478733 0.51 -0.57 1.06 -0.3962
O -22.184720 -1.336184 -14.305911 -0.07 0.43 0.08 0.3620
C -21.758384 -1.488312 -12.891904 -0.76 -0.55 -1.59 -0.2763
C -22.000860 -0.153169 -12.246203 0.57 0.81 0.07 3.0687
C -23.046631 0.495361 -13.147509 -0.31 0.22 -0.28 1.1740
H -20.725278 -1.813570 -12.963820 -0.02 0.06 0.39 -1.3382
H -22.421575 -2.281156 -12.546131 0.33 -0.03 0.53 0.4429
H -21.074710 0.429114 -12.259413 -0.09 -0.02 -0.10 -1.7016
H -22.295979 -0.251248 -11.199976 -0.20 -0.04 -0.12 -0.6807
H -22.989373 1.574886 -13.327908 0.23 -0.19 0.31 -0.2569
H -24.038527 0.304629 -12.755092 -0.47 0.02 0.00 -0.2428
O -28.139188 -1.420039 -15.786857 0.12 1.03 -0.35 -0.6842
C -28.024334 -0.241865 -16.044249 -0.23 -0.95 0.30 0.3293
O -29.109272 0.554279 -16.236686 0.54 -0.49 -0.27 -0.4051
C -28.696836 1.927116 -16.408100 -0.90 -0.20 0.43 -0.6562
C -27.283290 2.003156 -15.886922 1.37 -0.31 0.20 0.4290
C -26.754233 0.580124 -16.153333 -0.42 -0.60 -0.23 2.0729
H -29.467911 2.421095 -15.802520 0.50 0.63 -0.39 0.2684
H -28.754281 2.215092 -17.462643 -0.16 -0.11 0.12 0.3172
H -27.229323 2.159589 -14.808967 -0.20 0.16 0.05 -0.0839
H -26.666008 2.771093 -16.365512 -0.28 -0.18 0.06 0.0131
H -26.007879 0.113006 -15.501465 -0.13 0.66 0.09 -0.6828
H -26.375517 0.426496 -17.173342 -0.13 0.24 0.03 -1.0360
O -18.305338 -0.459945 -13.145646 0.47 -0.48 1.33 -0.4711
C -18.417442 -0.023637 -14.238020 -0.69 0.39 -1.68 0.0766
O -19.631505 0.414477 -14.678976 -0.14 -0.08 0.12 0.4229
C -19.587231 0.793441 -16.058197 0.58 0.36 -0.41 0.8016
C -18.085031 1.123518 -16.295834 -0.68 0.05 0.03 -0.5315
C -17.418139 0.126856 -15.370959 0.76 -0.50 0.31 -0.9636
H -20.276192 1.626372 -16.217284 0.27 0.07 0.20 -0.3857
H -19.954097 -0.014914 -16.701523 0.21 -0.13 0.27 -0.1943
H -17.880718 2.127042 -15.916672 -0.04 0.07 -0.23 0.1165
H -17.803127 1.054175 -17.346935 0.03 0.00 0.16 0.5673
H -16.415226 0.350007 -14.988334 -0.36 0.47 0.03 0.4746
H -17.244916 -0.847676 -15.836725 -0.48 -0.13 -0.07 0.2065
O -22.095048 -2.870864 -20.306789 -0.66 0.85 -2.75 -0.5121
C -21.898187 -3.165057 -19.201391 1.06 -1.44 3.35 0.4994
O -21.042991 -4.213191 -18.865898 -0.56 0.47 -0.07 -0.4246
C -20.827185 -4.254994 -17.435596 0.64 -0.72 -0.71 -0.5169
C -21.264208 -2.930766 -16.905117 -0.38 1.77 -0.28 0.8617
C -22.400933 -2.586296 -17.893448 0.22 0.02 0.34 0.9331
H -19.763989 -4.490219 -17.379702 -0.01 0.10 0.52 0.3000
H -21.393918 -5.073663 -16.990078 -0.11 -0.09 -0.11 0.3066
H -20.518593 -2.138183 -17.041178 0.36 -0.35 -0.03 -0.2534
H -21.558003 -2.839313 -15.857870 -0.08 -0.51 -0.24 -0.2744
H -22.657405 -1.529173 -17.987497 0.03 -0.38 0.21 -1.2114
H -23.268360 -3.162738 -17.584758 -0.45 0.09 -0.18 0.3291
O -22.178242 3.764874 -12.229431 0.20 -0.40 -0.14 0.2552
C -21.978812 4.896356 -12.593965 -0.14 0.58 -0.08 0.5350
O -21.077107 5.278717 -13.498926 0.40 -0.19 -0.43 -0.3552
C -20.174494 4.315832 -14.112366 0.22 0.30 1.06 0.8587
C -19.605087 4.936229 -15.367622 -1.09 0.15 -0.89 -1.3799
C -22.699772 6.116757 -12.078367 -0.03 -0.21 0.06 -1.6534
H -20.686952 3.353406 -14.215266 -0.10 0.24 -0.43 -0.4514
H -19.380722 4.141764 -13.388460 0.09 -0.08 0.19 0.2872
H -19.309042 4.144746 -16.061925 0.34 0.13 0.11 0.2246
H -18.827472 5.699407 -15.262713 0.07 -0.50 0.46 0.3853
H -20.420759 5.461856 -15.879546 0.00 -0.19 0.02 0.3195
H -23.622835 5.819519 -11.577843 0.15 0.06 -0.04 0.2286
H -22.893393 6.820813 -12.890632 0.05 -0.09 0.14 0.4267
H -22.026248 6.587735 -11.358399 -0.13 0.06 0.03 0.3984
O -25.878733 1.107050 -20.034998 -1.09 1.08 -0.47 -0.6217
C -25.157485 0.221936 -19.714960 0.78 -1.80 0.48 0.5505
O -25.529757 -1.086063 -19.650058 -0.08 0.04 0.10 -0.1715
C -26.808160 -1.563087 -20.217224 0.50 0.60 0.19 -0.4505
C -28.070449 -1.244195 -19.394545 1.24 0.04 -0.98 -0.8002
C -23.685608 0.426489 -19.345518 -0.93 -0.01 -0.04 -0.0096
H -26.636893 -2.637798 -20.310172 -0.08 0.14 0.16 0.3069
H -26.872376 -1.165263 -21.227312 -0.08 0.21 -0.04 0.3853
H -28.897478 -1.486264 -20.062193 -0.24 -0.35 0.37 0.4704
H -28.134191 -0.166849 -19.246386 0.07 -0.06 0.37 0.1334
H -28.035656 -1.831049 -18.479415 -0.46 0.23 0.09 0.1600
H -23.087333 -0.396891 -19.728386 0.10 0.20 -0.26 0.4211
H -23.559234 0.454600 -18.259684 -0.17 -0.02 -0.05 -0.7202
H -23.454518 1.409903 -19.758123 0.40 -0.25 0.02 0.3770
O -26.674407 0.942261 -12.217152 1.04 -0.13 0.40 -0.3774
C -27.461041 1.291655 -11.376435 -1.62 0.42 -0.57 0.7158
O -27.236278 1.821527 -10.177617 1.50 -0.66 -0.30 -0.4266
C -25.845960 1.893185 -9.661339 -0.72 0.43 0.63 0.2725
C -25.084531 3.058579 -10.200827 0.59 1.32 -0.31 -0.9423
C -28.953566 1.236105 -11.648713 -0.25 -0.03 0.24 -1.0693
H -25.197649 1.019319 -9.804491 -0.94 -0.36 -0.12 -0.0917
H -26.122800 2.013237 -8.613453 0.78 -0.12 0.07 0.2738
H -24.096502 3.159582 -9.729580 -0.15 -0.48 -0.02 0.3041
H -25.514359 4.050360 -10.016952 -0.47 -0.31 0.02 0.4316
H -24.908547 2.979922 -11.274940 -0.01 -0.15 0.00 0.0427
H -29.154934 1.586213 -12.664596 0.08 -0.08 0.15 0.1801
H -29.534850 1.814629 -10.923415 0.21 -0.05 -0.18 0.3396
H -29.289929 0.196537 -11.582928 0.13 0.06 -0.09 0.2625
O -24.090768 0.836751 -7.007666 -1.88 0.76 -1.84 -0.4837
C -23.218599 0.357397 -6.382714 2.14 -1.05 1.57 0.7011
O -22.475083 -0.713411 -6.709042 0.07 -0.78 -0.55 -0.4034
C -22.495865 -1.324937 -8.046508 -0.61 0.89 0.15 0.5703
C -21.098787 -1.842013 -8.302207 -1.16 -0.49 0.44 -0.7775
C -22.752332 0.879976 -5.046628 -0.42 0.35 -0.06 -1.1669
H -22.814818 -0.526186 -8.732567 0.26 -0.19 -0.01 -0.2392
H -23.238079 -2.119830 -8.156656 -0.09 0.14 0.50 0.1243
H -20.944695 -2.766354 -7.735825 0.22 0.35 0.20 0.3724
H -20.436770 -1.046826 -7.983370 0.66 -0.14 -0.47 0.4816
H -21.078749 -2.171827 -9.336296 0.56 0.40 -0.36 -0.0736
H -22.756475 1.971880 -5.105113 0.27 -0.13 0.00 0.3369
H -21.781268 0.469463 -4.769353 -0.26 0.13 0.13 0.3316
H -23.537758 0.647514 -4.324195 0.24 -0.22 0.15 0.3135
O -24.479256 -2.509984 -10.509261 -0.42 0.02 0.81 -0.4236
C -25.524347 -2.377581 -11.107512 0.27 -0.03 -0.62 0.4857
O -26.750942 -2.242746 -10.586675 -0.15 -0.42 0.54 -0.3408
C -26.939709 -2.375157 -9.126518 1.27 0.32 -0.86 0.4512
C -28.392214 -2.261795 -8.786853 -0.84 0.53 0.68 -1.3874
C -25.555804 -2.390742 -12.609709 0.07 -0.26 -0.06 -0.1681
H -26.293267 -1.598199 -8.704738 -0.41 0.03 0.25 0.0354
H -26.510257 -3.325943 -8.803433 -0.10 -0.04 -0.12 0.1232
H -28.922993 -1.426713 -9.260649 0.39 -0.20 -0.31 0.2299
H -28.504775 -2.027595 -7.722469 0.31 -0.14 0.02 0.3983
H -28.978855 -3.169605 -8.926080 0.23 -0.06 -0.36 0.3590
H -26.258997 -1.656615 -12.994066 0.13 0.05 -0.20 0.1055
H -25.861055 -3.381479 -12.936673 -0.44 -0.13 0.03 0.5264
H -24.538427 -2.314993 -13.004600 -0.26 0.49 0.12 -0.4476
O -15.952102 -4.197329 -10.178864 0.72 0.51 -0.50 -0.5940
C -17.074808 -4.356320 -9.805206 -1.36 0.30 -0.20 0.7945
O -18.088493 -3.454934 -9.974741 0.40 0.02 0.00 0.0665
C -17.771172 -2.163649 -10.520510 0.57 0.00 -0.57 1.0046
C -17.019259 -1.270180 -9.564116 0.23 0.02 0.56 -1.4267
C -17.550662 -5.565443 -9.087698 -0.12 -0.40 0.00 -1.0701
H -18.717168 -1.727062 -10.845452 -0.04 -0.09 0.32 -0.2037
H -17.170586 -2.232481 -11.432537 -0.04 -0.45 0.10 -0.4223
H -16.083739 -1.696183 -9.188019 -0.21 -0.34 -0.24 0.4545
H -17.622318 -1.044056 -8.685379 -0.09 0.25 -0.03 0.2703
H -16.702591 -0.361944 -10.077427 -0.34 0.19 0.00 0.3349
H -18.273608 -5.279251 -8.314178 0.54 -0.26 0.17 0.1832
H -16.626059 -6.079564 -8.810485 -0.47 -0.02 0.62 0.3849
H -18.102510 -6.256974 -9.729417 0.04 0.28 -0.32 0.2106
O -22.948651 5.242943 -16.305190 0.25 0.92 0.21 -0.6243
C -23.468282 4.186259 -16.128265 -1.58 -0.57 0.72 0.0943
O -24.551543 3.952776 -15.324591 0.35 0.21 -0.02 0.2073
C -25.226525 4.998214 -14.573131 0.22 -0.55 0.04 0.2941
C -26.468194 5.459161 -15.318894 0.43 0.45 0.45 -1.2752
C -23.068253 2.920651 -16.788800 0.18 -0.35 -0.91 0.6208
H -24.543668 5.810264 -14.305688 -0.02 -0.04 -0.50 0.1974
H -25.486464 4.508054 -13.634697 -0.08 -0.05 0.01 -0.0648
H -27.279072 4.734893 -15.312443 0.27 -0.29 -0.29 0.1740
H -26.161284 5.758419 -16.324347 -0.40 0.00 0.04 0.3405
H -26.876648 6.310982 -14.775406 0.08 0.30 -0.17 0.4617
H -22.398098 2.342918 -16.167195 0.32 0.02 0.23 -0.6040
H -22.585430 3.205037 -17.726224 0.16 -0.20 0.13 0.5445
H -23.883675 2.233277 -17.004953 -0.22 0.31 0.18 -0.4767
```
Positions in Å, forces in eV/Å.

Computed properties:
HOMO energy = -9.9 eV
Frontier orbital gap = 10.1 eV
Energy above the lowest of the compared OMol25 structures with the same formula, charge and spin = 0.00 kJ/mol
Calculated total energy = -116995.2779 eV